Record 1
123
Properties=species:S:1:pos:R:3 method="wB97M-V/def2-TZVPD" max_force_ha_per_bohr=0.299 total_energy_ev=-146374.013 charge=+1
N 0.600 -0.423 0.077
H -0.026 -0.901 -0.592
H 1.419 -0.670 0.206
H 0.167 -0.226 0.979
H 0.425 0.649 -0.502
C 1.858 5.277 -0.406
C 2.011 4.168 -1.458
C 3.468 4.161 -2.059
O 3.897 2.755 -1.897
C 3.001 2.181 -1.011
O 3.123 1.046 -0.569
O 1.861 2.888 -0.793
H 0.728 5.250 -0.042
H 1.919 6.369 -0.967
H 2.545 5.208 0.449
H 1.353 4.120 -2.186
H 4.337 4.377 -1.440
H 3.560 4.424 -3.115
C 0.251 -2.522 6.437
C 1.838 -2.479 6.372
C 2.254 -2.334 4.794
S 0.886 -3.077 4.008
O 1.251 -4.321 3.504
O 0.540 -2.057 3.035
C -0.284 -3.369 5.205
H -0.257 -1.521 6.291
H 0.138 -2.990 7.354
H 2.419 -3.415 6.638
H 2.143 -1.826 7.105
H 3.318 -2.540 4.535
H 2.272 -1.352 4.362
H -0.226 -4.362 5.017
H -1.057 -2.890 4.816
C 0.046 1.961 5.628
C 0.382 3.469 5.486
C 0.723 3.865 3.992
S -0.317 2.726 3.077
O 0.432 1.845 2.308
O -1.498 3.432 2.646
C -0.764 1.655 4.416
H -0.477 1.760 6.644
H 0.774 1.410 5.315
H 1.148 3.799 5.907
H -0.488 4.042 5.734
H 1.712 3.629 3.463
H 0.355 4.973 3.688
H -0.945 0.626 4.254
H -1.718 2.250 4.629
C -2.298 3.707 -3.210
C -2.214 4.589 -1.962
C -2.188 3.838 -0.632
S -2.766 2.293 -1.153
O -4.078 2.138 -0.597
O -1.770 1.309 -0.936
C -3.021 2.442 -2.850
H -1.262 3.465 -3.487
H -3.005 4.317 -3.998
H -2.956 5.320 -2.060
H -1.322 5.132 -2.048
H -2.881 4.104 0.061
H -1.165 3.604 -0.183
H -4.012 2.363 -2.727
H -2.669 1.568 -3.381
C 1.250 1.041 -6.004
C 0.767 -0.280 -5.810
C 1.912 -1.080 -5.057
S 2.307 0.117 -3.783
O 3.697 -0.035 -3.453
O 1.330 -0.050 -2.823
C 1.978 1.590 -4.798
H 0.636 1.941 -6.363
H 2.016 0.995 -6.735
H 0.753 -0.669 -6.703
H -0.117 -0.361 -5.236
H 2.840 -1.305 -5.605
H 1.672 -1.894 -4.378
H 2.866 1.865 -5.283
H 1.274 2.307 -4.383
C -5.573 -1.056 1.225
C -5.295 0.080 2.160
C -3.767 0.198 2.448
S -3.190 -1.479 2.020
O -2.711 -2.128 3.154
O -2.336 -1.316 0.896
C -4.677 -2.254 1.582
H -5.466 -1.055 0.044
H -6.773 -1.495 1.258
H -5.865 -0.243 2.984
H -5.662 0.935 1.653
H -3.475 0.464 3.570
H -3.233 1.036 1.840
H -4.905 -2.579 2.499
H -4.620 -3.020 0.774
C -3.579 -1.292 -2.784
C -4.081 -2.695 -2.572
C -2.904 -3.661 -2.465
S -1.607 -2.872 -3.384
O -1.343 -3.509 -4.511
O -0.449 -2.598 -2.458
C -2.387 -1.326 -3.763
H -3.147 -1.037 -1.668
H -4.063 -0.500 -3.272
H -4.734 -2.727 -3.375
H -4.780 -2.736 -1.867
H -2.876 -4.717 -2.882
H -2.487 -3.923 -1.569
H -2.764 -1.203 -4.907
H -1.735 -0.658 -3.466
C 6.119 -3.350 -0.661
C 5.386 -4.027 -1.791
C 3.796 -3.813 -1.496
S 3.467 -3.812 0.191
O 2.885 -4.973 0.665
O 2.777 -2.573 0.325
C 5.210 -3.612 0.631
H 6.176 -2.295 -0.600
H 7.197 -3.778 -0.403
H 5.579 -5.018 -1.570
H 5.645 -3.474 -2.869
H 3.288 -4.540 -1.961
H 3.474 -2.973 -1.771
H 5.325 -4.837 1.035
H 5.542 -2.948 1.329



Record 2
122
Properties=species:S:1:pos:R:3 method="wB97M-V/def2-TZVPD" max_force_ha_per_bohr=0.047 total_energy_ev=-63875.947
C 1.893 -5.298 -4.675
O 1.087 -4.461 -3.872
C 0.965 -3.166 -4.518
C 0.008 -2.264 -3.792
N -0.045 -0.993 -4.586
C -0.655 0.161 -3.896
C -0.330 1.478 -4.645
O -1.239 2.468 -4.225
C -1.171 3.771 -4.783
H 2.856 -4.825 -4.887
H 1.381 -5.643 -5.557
H 2.014 -6.230 -4.118
H 0.745 -3.385 -5.580
H 2.002 -2.721 -4.589
H 0.390 -1.991 -2.798
H -1.027 -2.718 -3.728
H -0.659 -1.188 -5.390
H -0.246 0.131 -2.887
H -1.768 0.112 -3.851
H -0.411 1.231 -5.708
H 0.679 1.751 -4.343
H -0.175 4.206 -4.619
H -1.940 4.392 -4.305
H -1.381 3.726 -5.859
C -1.310 -0.549 5.159
O -1.547 -0.449 3.745
C -1.557 0.863 3.318
C -0.239 1.601 3.432
N -0.401 2.934 2.846
C 0.741 3.782 2.975
C 0.357 5.208 2.505
O 0.213 5.198 1.053
C -0.036 6.452 0.495
H -1.277 -1.607 5.411
H -2.202 -0.113 5.671
H -0.363 -0.071 5.436
H -2.351 1.423 3.853
H -1.906 0.891 2.299
H 0.559 0.971 3.024
H 0.046 1.745 4.448
H -0.670 2.874 1.883
H 1.644 3.363 2.451
H 0.947 3.793 4.066
H 1.097 5.940 2.758
H -0.598 5.440 2.952
H -0.271 6.261 -0.557
H 0.861 7.053 0.514
H -0.768 7.107 0.988
C 1.882 -4.478 3.457
O 2.170 -3.357 2.552
C 3.335 -2.660 2.953
C 3.792 -1.781 1.827
N 4.363 -2.487 0.699
C 5.079 -1.646 -0.250
C 5.388 -2.460 -1.479
O 6.109 -1.615 -2.397
C 6.495 -2.196 -3.578
H 0.928 -4.892 3.155
H 1.758 -4.132 4.463
H 2.615 -5.299 3.350
H 4.078 -3.291 3.518
H 2.969 -2.022 3.786
H 4.476 -1.005 2.116
H 2.889 -1.176 1.563
H 3.596 -2.793 0.134
H 5.994 -1.339 0.258
H 4.562 -0.747 -0.573
H 4.524 -2.920 -1.968
H 6.011 -3.330 -1.162
H 5.655 -2.442 -4.240
H 7.002 -3.149 -3.361
H 7.205 -1.564 -4.097
C -3.988 -0.318 -0.959
O -3.497 0.887 -0.303
C -3.213 1.949 -1.154
C -3.001 3.147 -0.248
N -4.119 3.408 0.705
C -3.849 4.497 1.647
C -4.476 5.838 1.330
O -4.224 6.724 2.383
C -4.680 8.018 2.094
H -4.270 -1.013 -0.181
H -3.168 -0.755 -1.530
H -4.818 -0.163 -1.635
H -4.003 2.057 -1.895
H -2.278 1.742 -1.641
H -2.907 3.996 -0.947
H -2.055 2.942 0.214
H -4.365 2.544 1.167
H -2.769 4.583 1.691
H -4.229 4.185 2.629
H -5.520 5.750 1.144
H -4.074 6.273 0.375
H -5.778 8.088 2.031
H -4.316 8.297 1.099
H -4.362 8.762 2.852
C -1.518 -3.193 2.483
C -2.267 -2.473 1.427
O -3.604 -3.024 1.390
O -1.485 -4.589 2.087
H -2.106 -3.062 3.417
H -0.517 -2.772 2.689
H -1.822 -2.643 0.416
H -2.207 -1.398 1.547
H -4.002 -2.839 2.260
H -2.409 -4.736 1.753
C 1.043 -4.287 -0.464
C 2.249 -5.187 -0.822
O 2.906 -5.878 0.246
O 1.343 -3.052 0.158
H 0.376 -4.909 0.089
H 0.552 -3.999 -1.419
H 3.007 -4.524 -1.321
H 1.923 -5.969 -1.527
H 3.675 -5.346 0.501
H 1.635 -3.231 1.091
C -0.141 0.271 -0.138
O 0.905 -0.527 -0.726
H -1.150 -0.094 -0.347
H -0.104 0.269 0.968
H -0.054 1.325 -0.476
H 0.912 -1.438 -0.393